No. 1
{
  "formula": "C4H11NO",
  "method": "wB97M-V/def2-TZVPD",
  "elements": ["C", "C", "N", "H", "H", "H", "H", "H", "H", "H", "C", "C", "O", "H", "H", "H", "H"],
  "xyz": [[1.6812, 1.6330, 0.5364], [2.0943, 0.2626, -0.0680], [1.0101, -0.6276, -0.4739], [0.8886, 1.7177, 1.2946], [2.4305, 2.2119, 1.0753], [1.2376, 2.1813, -0.3085], [2.5981, 0.5394, -0.9733], [2.8460, -0.3063, 0.5710], [1.2667, -1.1302, -1.3260], [0.1942, -0.1064, -0.8051], [-2.8772, -0.3820, -0.5268], [-2.2971, -0.9226, 0.6017], [-1.4456, -1.9284, 0.6319], [-3.8881, 0.0066, -0.2945], [-2.4849, -0.6811, -1.5013], [-2.5057, -0.6895, 1.6259], [-0.7487, -1.7784, -0.0595]],
  "gap_ev": [8.84, 4.92],
  "spin_multiplicity": 2,
  "total_charge": 1,
  "s_squared": 0.76,
  "homo_energy_ev": [-13.8, -13.6]
}

=====

No. 2
{
  "formula": "C4H8N2O",
  "method": "wB97M-V/def2-TZVPD",
  "elements": ["C", "C", "C", "O", "N", "N", "C", "H", "H", "H", "H", "H", "H", "H", "H"],
  "xyz": [[1.2082, -1.3931, -0.2492], [0.1378, -0.6184, 0.3914], [0.0958, -0.2408, 1.6403], [-1.0632, 0.4572, 1.9677], [-1.7928, 0.4315, 0.6717], [-0.9525, -0.0430, -0.3376], [-0.3886, 0.9937, -1.2320], [1.0694, -1.4706, -1.3236], [1.4779, -2.2894, 0.2425], [2.1910, -0.7134, -0.3669], [0.7371, -0.3721, 2.4524], [-2.0056, 1.4258, 0.3984], [-1.1279, 1.4790, -1.8153], [0.0186, 1.7421, -0.5608], [0.3948, 0.6112, -1.8791]],
  "gap_ev": 8.37,
  "homo_energy_ev": -7.4
}

=====

No. 3
{
  "formula": "C3H4FNO3",
  "method": "wB97M-V/def2-TZVPD",
  "elements": ["C", "C", "F", "N", "O", "O", "H", "H", "C", "O", "H", "H"],
  "xyz": [[-1.2903, -1.7921, 0.2384], [-1.4599, -0.5162, -0.0714], [-2.2989, -0.1488, -1.0469], [-0.8842, 0.6543, 0.5510], [-0.3332, 0.4337, 1.5952], [-1.0274, 1.7173, 0.0201], [-1.8423, -2.5100, -0.1629], [-0.5361, -2.0499, 0.9635], [2.3229, 1.0968, -0.4622], [1.7379, 0.0733, -0.7207], [2.5536, 1.9514, -1.2799], [3.0578, 1.0902, 0.3759]],
  "gap_ev": 9.67,
  "homo_energy_ev": -10.3
}

=====

No. 4
{
  "formula": "C5H11NO2",
  "method": "wB97M-V/def2-TZVPD",
  "elements": ["C", "C", "C", "C", "N", "C", "O", "O", "H", "H", "H", "H", "H", "H", "H", "H", "H", "H", "H"],
  "xyz": [[-1.3186, -0.4618, 1.2957], [1.2164, 0.2191, -0.7210], [-1.4605, -1.8535, 0.7146], [2.2097, 1.3622, -0.8267], [-0.3666, 0.9832, -0.4925], [-0.1538, 0.4274, 0.7665], [-1.1887, 0.3059, -1.3763], [0.5546, 0.9566, 1.6525], [-1.6119, 1.0353, -1.8602], [-2.2411, 0.1114, 1.1751], [-1.1610, -0.5322, 2.3755], [1.6619, -0.6153, -0.1756], [1.0349, -0.2313, -1.6999], [-1.7828, -1.8637, -0.3278], [-0.5422, -2.4374, 0.8186], [-2.2511, -2.3833, 1.2561], [2.4446, 1.7741, 0.1562], [3.1374, 1.0216, -1.2960], [1.8190, 2.1818, -1.4348]],
  "gap_ev": 9.92,
  "homo_energy_ev": -9.3
}

=====

No. 5
{
  "formula": "C2H6BrP",
  "method": "wB97M-V/def2-TZVPD",
  "elements": ["C", "C", "P", "Br", "H", "H", "H", "H", "H", "H"],
  "xyz": [[-0.1344, 1.0869, 0.7268], [0.4042, -0.0109, -0.1262], [-0.2996, -1.6924, 0.1252], [2.3042, -0.0624, -0.2236], [-1.2160, 1.1571, 0.6141], [0.3231, 2.0452, 0.4937], [0.0816, 0.8519, 1.7740], [-0.1204, 0.2484, -1.8911], [-1.5450, -1.3967, -0.4299], [0.2024, -2.2271, -1.0630]],
  "gap_ev": 8.63,
  "homo_energy_ev": -8.8
}

=====

No. 6
{
  "formula": "C51H63N4O3OsS",
  "method": "wB97M-V/def2-TZVPD",
  "elements": ["Os", "C", "C", "C", "C", "C", "C", "C", "N", "C", "C", "C", "C", "C", "C", "O", "C", "C", "C", "C", "C", "C", "C", "C", "C", "O", "C", "C", "C", "C", "C", "C", "H", "H", "H", "H", "H", "H", "H", "H", "H", "H", "H", "H", "H", "H", "H", "H", "H", "H", "H", "H", "H", "H", "H", "H", "H", "H", "H", "H", "H", "H", "H", "H", "H", "H", "H", "H", "H", "H", "H", "H", "C", "N", "N", "C", "O", "C", "C", "C", "C", "C", "C", "C", "C", "C", "H", "H", "H", "H", "H", "H", "H", "H", "H", "H", "H", "H", "N", "S", "C", "C", "C", "C", "C", "C", "C", "C", "C", "C", "C", "C", "H", "H", "H", "H", "H", "H", "H", "H", "H", "H", "H"],
  "xyz": [[0.4535, 1.0620, 0.0334], [-1.4795, -4.6077, 4.7096], [-1.4653, -4.3347, 3.2051], [-0.5287, -5.3496, 2.5272], [-2.8945, -4.5078, 2.6611], [-0.9845, -2.9261, 2.8714], [-0.9151, -2.5393, 1.5563], [-0.4666, -1.2503, 1.2433], [-0.3506, -0.6492, 0.0174], [-0.7712, -1.0865, -1.2338], [-1.4758, -2.2516, -1.5643], [-1.7778, -2.5066, -2.8820], [-1.3736, -1.5781, -3.8627], [-0.7215, -0.3838, -3.5986], [-0.4433, -0.1390, -2.2472], [0.1302, 1.0075, -1.8380], [-0.3105, 0.5908, -4.7059], [-0.7021, 0.0527, -6.0853], [1.2151, 0.7774, -4.6921], [-1.0180, 1.9413, -4.5146], [-2.5411, -3.7830, -3.2362], [-1.7519, -4.9971, -2.7204], [-2.7453, -3.9383, -4.7431], [-3.9174, -3.7359, -2.5534], [-0.0602, -0.3528, 2.3030], [0.3855, 0.8283, 1.9396], [-0.1521, -0.7273, 3.6656], [-0.6122, -2.0023, 3.8911], [0.2486, 0.2269, 4.7911], [0.0526, -0.4293, 6.1602], [1.7330, 0.6041, 4.6590], [-0.6309, 1.4872, 4.7407], [-1.8240, -5.6266, 4.8806], [-2.1618, -3.9431, 5.2431], [-0.4849, -4.5255, 5.1526], [-0.8468, -6.3596, 2.7853], [0.5018, -5.2253, 2.8638], [-0.5480, -5.2691, 1.4391], [-3.2528, -5.5082, 2.9038], [-2.9389, -4.3989, 1.5758], [-3.5801, -3.7870, 3.1092], [-1.1831, -3.2533, 0.8024], [-1.8040, -2.9560, -0.8244], [-1.6023, -1.8141, -4.8898], [-0.2119, -0.8958, -6.3106], [-0.3874, 0.7677, -6.8448], [-1.7813, -0.0738, -6.1873], [1.7232, -0.1711, -4.8737], [1.5751, 1.1911, -3.7500], [1.4992, 1.4629, -5.4911], [-2.1031, 1.8179, -4.5395], [-0.7454, 2.6072, -5.3340], [-0.7369, 2.4259, -3.5817], [-0.7462, -5.0253, -3.1426], [-2.2641, -5.9143, -3.0109], [-1.6696, -5.0038, -1.6311], [-1.7980, -4.0094, -5.2811], [-3.3321, -3.1205, -5.1660], [-3.2949, -4.8591, -4.9333], [-3.8353, -3.6877, -1.4656], [-4.4777, -4.6378, -2.8000], [-4.4981, -2.8767, -2.8934], [-0.6904, -2.3409, 4.9119], [0.6689, -1.3220, 6.2817], [-0.9906, -0.6916, 6.3448], [0.3502, 0.2765, 6.9347], [2.3639, -0.2858, 4.7157], [2.0122, 1.2576, 5.4857], [1.9433, 1.1342, 3.7303], [-1.6874, 1.2285, 4.8309], [-0.4819, 2.0601, 3.8256], [-0.3774, 2.1340, 5.5808], [6.7965, 1.3593, 0.2183], [5.4164, 1.3746, -0.2697], [4.4724, 0.4874, 0.1707], [3.2735, 0.8963, -0.2955], [2.2045, 0.1614, -0.0776], [3.4513, 2.0844, -1.0023], [4.8154, 2.3531, -0.9561], [5.5829, 3.4938, -1.5183], [4.7977, -0.7822, 0.7594], [5.5934, -1.6711, 0.0508], [5.9082, -2.8889, 0.6331], [5.4148, -3.2059, 1.8920], [4.6080, -2.3091, 2.5794], [4.2980, -1.0801, 2.0171], [6.9096, 0.5405, 0.9208], [7.0084, 2.3006, 0.7204], [7.4796, 1.2143, -0.6158], [2.7154, 2.6305, -1.5700], [4.9298, 4.1255, -2.1137], [6.3985, 3.1425, -2.1508], [6.0151, 4.0995, -0.7197], [5.9576, -1.4163, -0.9367], [6.5360, -3.5909, 0.1021], [5.6668, -4.1564, 2.3422], [4.2378, -2.5593, 3.5644], [3.6948, -0.3555, 2.5488], [-0.9462, 2.4653, 0.3099], [-1.6802, 3.3292, -0.8873], [-1.0992, 5.0060, -0.6906], [0.0123, 5.3000, 0.0804], [0.4501, 6.6175, 0.1378], [-0.2109, 7.6050, -0.5759], [-1.3193, 7.2881, -1.3533], [-1.7732, 5.9819, -1.4180], [-3.3825, 3.4431, -0.4441], [-3.8070, 4.2124, 0.6363], [-5.1553, 4.2300, 0.9420], [-6.0550, 3.4999, 0.1696], [-5.6186, 2.7451, -0.9100], [-4.2685, 2.7092, -1.2249], [-1.2752, 2.7120, 1.2392], [0.5206, 4.5313, 0.6472], [1.3045, 6.8707, 0.7504], [0.1334, 8.6289, -0.5248], [-1.8343, 8.0606, -1.9075], [-2.6418, 5.7351, -2.0164], [-3.1045, 4.8081, 1.2071], [-5.5121, 4.8253, 1.7711], [-7.1096, 3.5324, 0.4082], [-6.3290, 2.1960, -1.5123], [-3.9111, 2.1360, -2.0720]],
  "gap_ev": [5.70, 5.84],
  "total_charge": 3,
  "homo_energy_ev": [-15.9, -16.0]
}

=====

Values of largest force on an atom, in order: 2.98; 4.41; 5.10; 5.84; 4.20; 0.94, all in eV/A.
Values of energy above the lowest of the compared OMol25 structures with the same formula, charge and spin, in order: 70.56; 120.82; 140.48; 104.32; 93.60; 0.00, all in kcal/mol.